Entry from the Open Molecules 2025 dataset: a cluster of 2 separate species, CH4FOP in total (ωB97M-V/def2-TZVPD).

Geometry as XYZ:
```
8
Properties=species:S:1:pos:R:3:forces:R:3
P -0.397391 -0.820968 -1.428694 0.0 0.1 0.4
F 0.913568 -1.832288 -1.619453 -0.6 0.9 0.6
O 0.087722 -0.103862 1.812917 0.0 0.9 -0.5
C -0.435434 0.620456 0.774819 -0.4 -3.8 -0.7
H 1.035630 0.087374 1.790266 -0.1 -0.4 0.3
H -1.516073 0.692140 0.812376 0.3 0.4 -0.2
H 0.087419 0.155081 -2.384488 -0.1 -0.1 0.6
H 0.224560 1.202067 0.242257 0.9 2.0 -0.6
```
Forces are in eV/Å.

Properties
HOMO (spin up / spin down): -7.67 / -7.68 eV
Maximum force: 3.9 eV/Å
DFT total energy: -15153.06165 eV

---

Entry from the Open Molecules 2025 dataset: the molecule CH4FOP (ωB97M-V/def2-TZVPD).

Geometry as XYZ:
```
8
Properties=species:S:1:pos:R:3:forces:R:3
P 0.849276 1.250769 0.233853 -2.3 0.9 1.9
F 0.459701 -1.403994 0.902376 0.3 -0.5 -0.2
O -1.041886 -0.532277 -0.560795 0.7 -1.9 -1.2
C -0.295361 -0.336297 0.545045 -1.7 3.6 2.9
H -0.353813 -1.018489 -1.046588 -0.8 0.0 -1.3
H 0.001325 1.719386 -0.838254 0.3 -0.1 0.6
H 1.455617 0.459656 -0.588931 2.2 -1.8 -2.3
H -1.074858 -0.138754 1.353294 1.3 -0.2 -0.5
```
Forces are in eV/Å.

Properties
HOMO: -9.59 eV
Maximum force: 4.9 eV/Å
DFT total energy: -15154.01503 eV
SMILES: O[C@@H](F)P

---

Entry from the Open Molecules 2025 dataset: the molecule CH4FP (ωB97M-V/def2-TZVPD).

Geometry as XYZ:
```
7
Properties=species:S:1:pos:R:3:forces:R:3
P 1.040381 -0.666332 0.114862 0.9 2.5 0.8
F 1.824191 0.789153 -0.434155 -1.0 -2.0 0.9
C -0.623729 0.086585 0.298322 -0.7 -2.3 0.1
H -0.593631 0.957312 -0.272283 -0.4 1.2 -1.7
H -0.770193 0.455020 1.245252 -0.2 0.7 2.7
H -1.516328 -0.610048 0.151003 1.4 0.9 -0.4
H 0.639311 -1.011692 -1.103001 0.0 -1.0 -2.2
```
Forces are in eV/Å.

Properties
HOMO: -10.13 eV
Maximum force: 2.8 eV/Å
DFT total energy: -13107.80679 eV
SMILES: CPF

---

Entry from the Open Molecules 2025 dataset: a cluster of 2 separate species, CH4IN2 in total (ωB97M-V/def2-TZVPD).

Geometry as XYZ:
```
8
Properties=species:S:1:pos:R:3:forces:R:3
I -0.343060 3.548549 -1.537869 0.0 -0.1 0.1
N -0.216590 -0.190445 1.312616 0.5 -2.1 -2.5
N 0.354805 -0.812931 -0.922054 -0.5 0.2 1.0
C -0.132707 -0.096008 -0.000741 -0.3 0.8 2.4
H 0.956603 -1.561764 -0.751754 1.1 -1.8 0.6
H 0.432900 -0.432510 -1.806330 -0.2 0.9 -2.4
H -0.545198 0.519668 1.842924 -1.0 3.9 1.3
H -0.506752 -0.974558 1.863207 0.4 -1.7 -0.4
```
Forces are in eV/Å.

Properties
HOMO (spin up / spin down): -13.58 / -13.24 eV
Maximum force: 4.2 eV/Å
Total charge: +1
DFT total energy: -12172.66020 eV

---

Entry from the Open Molecules 2025 dataset: the molecule CH4IN3 (ωB97M-V/def2-TZVPD).

Geometry as XYZ:
```
9
Properties=species:S:1:pos:R:3:forces:R:3
I -0.294947 -1.713507 2.849747 2.9 0.7 0.2
N -0.917460 -1.272788 1.064195 -0.7 0.3 -1.5
N -1.821985 -2.311753 3.552505 -2.0 -0.9 1.1
N -0.575325 -0.674168 -0.069503 2.0 -0.2 0.8
C 0.592812 0.080504 -0.583820 -0.7 0.7 1.7
H 0.810030 -0.237984 -1.551848 0.1 -0.7 -1.8
H -1.409150 -0.454845 -0.517989 -1.4 0.5 -1.3
H 0.327964 1.147499 -0.634038 0.2 -0.2 0.1
H 1.537165 -0.016945 -0.053516 -0.3 -0.3 0.6
```
Forces are in eV/Å.

Properties
HOMO (spin up / spin down): -8.43 / -7.58 eV
Maximum force: 3.0 eV/Å
DFT total energy: -13664.62234 eV

---

Entry from the Open Molecules 2025 dataset: a cluster of 2 separate species, CH4IN3O2 in total (ωB97M-V/def2-TZVPD).

Geometry as XYZ:
```
11
Properties=species:S:1:pos:R:3:forces:R:3
I -2.454117 2.628251 2.931034 0.0 0.0 -0.1
O 0.738020 -0.513037 -1.696545 0.1 0.4 0.0
O 0.986528 -0.335351 0.527060 0.8 0.3 1.0
N -1.491997 0.475031 0.678987 -4.6 0.4 1.1
N 2.034204 -1.099511 -1.659925 -0.2 0.6 -1.7
N -0.981626 0.184128 -0.465991 -1.5 0.5 -0.8
C 0.324255 -0.165269 -0.459515 0.4 -0.9 0.2
H -1.121481 0.656573 1.601767 1.5 -0.4 -0.2
H 1.930251 -1.882043 -1.072868 0.0 -1.3 0.9
H -2.597506 0.514491 0.785036 3.2 -0.1 -1.0
H 2.633469 -0.463262 -1.169040 0.3 0.5 0.3
```
Forces are in eV/Å.

Properties
HOMO (spin up / spin down): -10.52 / -8.77 eV
Maximum force: 4.8 eV/Å
DFT total energy: -17763.77042 eV

---

Entry from the Open Molecules 2025 dataset: a structure of composition CH4IN3O2 (ωB97M-V/def2-TZVPD).

Geometry as XYZ:
```
11
Properties=species:S:1:pos:R:3:forces:R:3
I -0.482064 1.450215 0.801038 -0.4 0.6 0.7
O -0.876350 -2.062395 -0.996437 0.1 0.0 1.5
O 0.373299 -0.235531 -0.994573 0.9 1.1 2.3
N 0.955314 -0.431037 -2.197251 -0.8 1.0 -3.9
N 0.243318 1.560512 2.704036 0.2 0.9 -2.0
N -1.292436 -0.302298 0.468588 -0.4 -0.3 1.7
C -0.586541 -1.031208 -0.412210 -0.7 -0.1 -3.7
H 0.772710 -1.399892 -2.522315 -0.3 0.7 0.3
H -0.441949 1.298160 3.352256 -1.4 -0.5 1.1
H 0.940442 0.863629 2.663542 1.2 -0.9 0.5
H 0.394254 0.289845 -2.866674 1.6 -2.6 1.6
```
Forces are in eV/Å.

Properties
HOMO: -9.21 eV
Maximum force: 4.1 eV/Å
DFT total energy: -17762.32205 eV

---

Entry from the Open Molecules 2025 dataset: the molecule CH4IN4P (ωB97M-V/def2-TZVPD).

Geometry as XYZ:
```
11
Properties=species:S:1:pos:R:3:forces:R:3
I -2.292318 -1.221948 -0.323241 0.4 -0.4 0.0
P 0.065681 2.559931 1.394643 -0.5 0.6 -2.1
N 0.639630 -1.774720 -0.867142 0.9 0.3 0.7
N 1.148411 -0.528778 -0.647829 1.9 -2.0 -2.7
N 0.095679 1.024348 0.630878 -2.7 2.1 2.3
N 1.084087 0.587786 0.068385 1.4 -0.7 -0.2
C -0.479830 -2.320452 -0.775600 -1.8 -1.5 0.3
H -1.126250 2.312511 2.015283 -0.9 -0.1 0.6
H 2.125088 -0.548569 -0.886858 -0.1 -0.6 -0.3
H -0.619943 3.415475 0.303870 0.8 -0.8 1.2
H -0.640233 -3.505584 -0.912390 0.6 3.2 0.1
```
Forces are in eV/Å.

Properties
Multiplicity: 3
HOMO (spin up / spin down): -6.25 / -8.90 eV
Maximum force: 4.1 eV/Å
DFT total energy: -24444.31204 eV
<S²>: 2.02

---

Record order is preserved below.
Energy relative to the best compared isomer or geometry (same formula, charge and spin): 82.1; 60.1; 9.9; 75.3; 127.1; 22.2; 55.6; 40.3 kcal/mol